Entry 1:
The following is a quantum chemistry calculation of a structure of composition C7H8ClF3N2, from the Open Molecules 2025 dataset.

Last column: natural (NBO) charge in e.
Atoms and positions in Å:
C1 -0.471 2.037 0.625  0.112
H1 0.574 3.649 -0.294  0.232
H2 0.405 0.096 -2.412  0.249
H3 1.711 2.159 -1.899  0.212
C2 1.094 1.659 -1.217  -0.157
F1 -1.958 0.444 -2.090  -0.339
F2 -1.889 -1.725 -1.613  -0.316
N1 -1.315 -2.138 1.243  -0.817
H4 -0.888 2.740 1.410  0.196
Cl1 2.225 -0.782 -1.182  -0.013
C3 -1.825 -0.483 -1.079  0.963
H5 -1.064 -3.114 1.332  0.358
F3 -2.992 -0.343 -0.324  -0.330
H6 0.668 -1.029 1.241  0.195
C4 0.854 0.283 -1.394  -0.285
H7 -1.341 -1.818 2.217  0.362
C5 -0.595 -0.209 -0.151  0.093
C6 0.521 2.499 -0.294  -0.260
C7 -0.160 -1.437 0.551  -0.268
H8 0.384 -2.112 -0.095  0.228
N2 -0.969 0.852 0.660  -0.417

Computed properties:
Electronic energy   -1140.755521 Eh
HOMO   -0.3339 Eh
M   212.602 g/mol
Largest force on an atom   5.265 eV/A
Energy relative to the best compared isomer or geometry (same formula, charge and spin)   14.7 kcal per mole


Entry 2:
The following is a quantum chemistry calculation of the ion C7H8ClFN3 with charge +1, from the Open Molecules 2025 dataset.

Last column: natural (NBO) charge in e.
Atoms and positions in Å:
C1 -0.419 -1.731 -1.174  -0.074
C2 -0.567 1.386 0.981  -0.090
N1 -3.658 0.939 -1.004  -0.387
C3 -2.985 1.229 0.146  0.125
H1 -0.689 2.477 1.215  0.267
H2 -0.673 0.342 -1.348  0.444
H3 1.250 -2.856 -0.927  0.254
H4 -1.129 -2.629 -1.454  0.257
H5 1.605 -1.026 -0.802  0.226
H6 1.532 1.007 1.147  0.265
H7 0.405 0.565 2.637  0.287
N2 -1.196 -0.561 -1.402  -0.234
C4 0.548 0.598 1.534  -0.671
C5 0.897 -1.841 -0.997  -0.323
H8 0.357 -0.429 1.026  0.225
F1 -4.121 0.234 -3.070  -0.247
Cl1 -3.963 1.793 1.463  0.134
N3 -2.284 -0.613 -2.117  -0.200
C6 -1.615 1.076 0.223  0.001
C7 -3.304 0.214 -2.028  0.742

Computed properties:
Electronic energy   -995.387825 Eh
Charge   +1
HOMO (spin up / spin down)   -0.4980 / -0.4982 Eh
M   188.613 g/mol
Largest force on an atom   3.840 eV/A
Energy relative to the best compared isomer or geometry (same formula, charge and spin)   30.7 kcal per mole
SMILES string   C=C/[NH+]=N/C(F)=N\C(Cl)=C=CC


Entry 3:
The following is a quantum chemistry calculation of the ion C7H8ClN2 with charge +1, from the Open Molecules 2025 dataset.

Last column: natural (NBO) charge in e.
Atoms and positions in Å:
H1 2.558 1.243 -0.477  0.279
H2 1.933 1.833 1.369  0.262
H3 -0.818 -2.619 -0.159  0.277
C1 -2.198 -1.347 -0.669  -0.171
Cl1 -3.965 0.381 0.885  0.052
H4 2.703 0.303 0.892  0.255
C2 -0.186 1.756 -0.233  0.046
N1 -1.358 1.447 -0.677  0.076
H5 -2.794 -2.124 -1.194  0.256
H6 -4.022 -0.247 -1.410  0.277
H7 0.800 -1.361 0.742  0.245
C3 -0.950 -1.474 -0.127  -0.170
C4 -3.213 -0.166 -0.649  -0.117
H8 0.116 2.755 -0.145  0.262
C5 1.984 1.147 0.496  -0.691
C6 0.565 0.649 0.265  0.000
N2 -2.183 0.764 -1.182  0.050
C7 0.098 -0.623 0.432  -0.189

Computed properties:
Electronic energy   -840.783065 Eh
Charge   +1
HOMO   -0.4910 Eh
M   155.608 g/mol
Largest force on an atom   4.247 eV/A
Energy relative to the best compared isomer or geometry (same formula, charge and spin)   78.5 kcal per mole
SMILES string   C/C1=C/C=C\[C@@H](Cl)N=[N+]=C1


Entry 4:
The following is a quantum chemistry calculation of an isolated molecule of C7H8ClN3O, from the Open Molecules 2025 dataset.

Last column: natural (NBO) charge in e.
Atoms and positions in Å:
H1 -3.550 0.617 -1.116  0.397
H2 -2.121 -1.339 1.544  0.406
Cl1 3.690 -1.766 -0.406  -0.040
H3 2.539 2.774 0.567  0.226
N1 -1.472 -1.231 0.693  -0.808
C1 3.188 0.615 0.404  -0.263
H4 -0.711 -0.823 1.029  0.380
H5 0.686 -1.652 -0.681  0.248
H6 -4.129 -1.822 0.021  0.482
C2 1.165 -0.623 -0.385  -0.294
H7 4.219 0.412 1.008  0.262
O1 -4.019 -0.816 0.381  -0.559
C3 -1.849 -0.321 -0.292  0.562
C4 2.348 1.736 0.263  -0.202
C5 2.516 -0.505 0.036  0.002
N2 -1.007 0.419 -1.140  -0.553
N3 -3.221 -0.361 -0.685  -0.346
H8 0.361 2.585 -0.602  0.228
C6 0.395 0.473 -0.551  0.118
C7 0.972 1.626 -0.090  -0.244

Computed properties:
Electronic energy   -971.071169 Eh
HOMO   -0.3234 Eh
M   185.614 g/mol
Largest force on an atom   5.459 eV/A
Energy relative to the best compared isomer or geometry (same formula, charge and spin)   86.8 kcal per mole
SMILES string   N/C(=N\c1cccc(Cl)c1)NO


Entry 5:
The following is a quantum chemistry calculation of a structure of composition C7H8EuO5, from the Open Molecules 2025 dataset.

Last column: Mulliken spin population.
Atoms and positions in Å:
H1 -1.593 -0.477 2.780  0.000
C1 1.764 -0.014 2.577  -0.001
O1 3.047 1.489 -2.263  0.000
H2 -0.859 0.422 4.069  0.000
O2 -1.848 3.222 -1.515  0.000
C2 2.057 1.010 -1.953  -0.006
C3 0.859 -2.374 -1.580  -0.007
H3 -1.385 1.254 2.639  0.000
C4 -0.883 0.337 2.977  -0.001
H4 -1.133 -0.020 -6.125  0.000
O3 1.355 -3.418 -1.630  0.001
Eu1 -0.193 -0.072 -1.214  6.033
O4 -3.571 -1.681 -1.029  0.000
H5 2.364 0.760 2.079  0.000
H6 -0.811 -0.692 -6.137  0.000
C5 -2.540 -1.187 -1.097  -0.007
C6 -1.352 2.208 -1.485  -0.006
H7 2.080 0.025 3.625  0.000
O5 0.145 0.054 0.917  -0.006
H8 2.153 -0.972 2.206  0.000
C7 0.343 0.126 2.162  -0.002

Computed properties:
Electronic energy   -1356.814716 Eh
Charge   +3
<S²>   12.011
HOMO (spin up / spin down)   -0.8131 / -0.8131 Eh
M   324.100 g/mol
Largest force on an atom   6.671 eV/A
Spin multiplicity   7


Entry 6:
The following is a quantum chemistry calculation of a structure of composition C7H8F2N2O3, from the Open Molecules 2025 dataset.

Last column: Mulliken spin population.
Atoms and positions in Å:
C1 0.288 -1.396 -1.698  0.008
H1 -0.182 -1.641 -2.597  0.003
N1 -1.245 1.143 0.655  -0.081
O1 -0.370 -0.159 2.162  0.102
H2 1.626 -1.778 0.308  -0.008
F1 2.129 0.739 -2.806  0.004
O2 -0.612 0.695 -2.356  0.008
H3 -1.743 2.591 2.871  0.016
C2 -1.211 0.880 1.881  0.434
C3 -0.315 0.303 0.044  0.450
H4 2.216 -1.792 -2.207  0.001
H5 -3.097 1.165 2.910  0.028
O3 1.177 -1.513 1.194  0.117
F2 -0.228 -2.316 -0.766  0.006
H6 -1.705 1.152 4.064  0.002
C4 0.230 -0.514 1.029  0.777
C5 1.607 0.163 -1.579  0.048
H7 2.244 0.567 -0.855  -0.006
H8 -0.530 1.490 -2.295  0.014
N2 1.667 -1.346 -1.502  0.002
C6 -2.049 1.515 2.933  0.003
C7 0.102 0.051 -1.393  0.073

Computed properties:
Electronic energy   -806.224890 Eh
<S²>   2.020
HOMO (spin up / spin down)   -0.1471 / -0.3985 Eh
M   206.148 g/mol
Largest force on an atom   14.876 eV/A
Spin multiplicity   3


Entry 7:
The following is a quantum chemistry calculation of the ion C7H8F2N5 with charge +1, from the Open Molecules 2025 dataset.

Last column: natural (NBO) charge in e.
Atoms and positions in Å:
H1 1.379 -1.059 -2.239  0.391
H2 0.577 -3.810 -0.473  0.458
H3 2.624 -0.597 -1.132  0.413
C1 1.106 1.775 1.543  0.017
C2 -0.201 0.640 0.087  0.237
H4 1.347 -1.281 0.611  0.274
C3 0.973 -1.657 -0.362  0.268
C4 0.267 2.910 1.394  0.359
N1 0.904 0.735 0.832  -0.438
N2 -1.465 -1.387 -0.593  -0.317
H5 2.067 1.931 2.085  0.229
H6 -2.429 -0.982 -0.499  0.471
N3 1.867 -1.235 -1.394  -0.819
H7 -1.691 3.676 0.593  0.284
F1 -2.504 1.420 -0.435  -0.333
F2 0.437 4.001 2.097  -0.282
N4 0.188 -2.855 -0.714  -0.571
C5 -1.144 -2.673 -0.772  0.331
C6 -1.200 1.623 0.091  0.351
N5 -0.331 -0.608 -0.536  -0.289
H8 -1.826 -3.376 -0.975  0.237
C7 -0.948 2.811 0.792  -0.271

Computed properties:
Electronic energy   -744.721848 Eh
Charge   +1
HOMO   -0.4467 Eh
M   200.172 g/mol
Largest force on an atom   5.638 eV/A
SMILES string   N[C@@H]1[NH+]=CNN1c1ncc(F)cc1F


Entry 8:
The following is a quantum chemistry calculation of a structure of composition C7H8FMoN2OSe3Te, from the Open Molecules 2025 dataset.

Last column: Mulliken spin population.
Atoms and positions in Å:
H1 3.888 -1.941 2.142  0.000
Se1 -2.280 -2.446 0.558  -0.033
Mo1 -0.447 -1.412 -0.574  1.974
H2 -2.436 3.196 -2.206  -0.002
C1 -0.679 1.243 0.623  0.023
C2 2.333 -1.310 0.966  0.012
N1 3.089 -2.201 1.590  0.003
F1 -1.957 4.525 -0.061  0.007
H3 -1.861 0.814 -2.539  -0.004
H4 -0.804 3.101 1.734  0.000
C3 -1.939 2.628 -1.430  -0.026
H5 3.384 0.346 1.562  0.000
C4 -0.958 0.574 -0.586  -0.160
H6 -0.213 0.719 1.453  -0.009
O1 1.349 -1.733 0.276  0.031
H7 2.033 0.637 0.524  -0.002
C5 -1.633 3.239 -0.229  0.072
C6 -1.608 1.294 -1.605  0.076
Se2 -0.825 -1.945 -2.864  -0.073
Te1 -1.727 -4.316 -2.574  0.086
C7 -1.009 2.577 0.809  -0.026
H8 2.846 -3.173 1.510  0.000
N2 2.591 -0.010 1.057  0.003
Se3 -1.136 -4.406 -0.134  0.049

Computed properties:
Electronic energy   -8096.506018 Eh
Charge   +1
<S²>   2.036
HOMO (spin up / spin down)   -0.3989 / -0.4109 Eh
M   615.572 g/mol
Largest force on an atom   0.631 eV/A
Spin multiplicity   3


Question: Among the records above, which one has the lowest electronic energy?
Answer: C7H8FMoN2OSe3Te


Question: Which formula does entry 3 have?
Answer: C7H8ClN2


Copy entry 8 word for word.
The following is a quantum chemistry calculation of a structure of composition C7H8FMoN2OSe3Te, from the Open Molecules 2025 dataset.

Last column: Mulliken spin population.
Atoms and positions in Å:
H1 3.888 -1.941 2.142  0.000
Se1 -2.280 -2.446 0.558  -0.033
Mo1 -0.447 -1.412 -0.574  1.974
H2 -2.436 3.196 -2.206  -0.002
C1 -0.679 1.243 0.623  0.023
C2 2.333 -1.310 0.966  0.012
N1 3.089 -2.201 1.590  0.003
F1 -1.957 4.525 -0.061  0.007
H3 -1.861 0.814 -2.539  -0.004
H4 -0.804 3.101 1.734  0.000
C3 -1.939 2.628 -1.430  -0.026
H5 3.384 0.346 1.562  0.000
C4 -0.958 0.574 -0.586  -0.160
H6 -0.213 0.719 1.453  -0.009
O1 1.349 -1.733 0.276  0.031
H7 2.033 0.637 0.524  -0.002
C5 -1.633 3.239 -0.229  0.072
C6 -1.608 1.294 -1.605  0.076
Se2 -0.825 -1.945 -2.864  -0.073
Te1 -1.727 -4.316 -2.574  0.086
C7 -1.009 2.577 0.809  -0.026
H8 2.846 -3.173 1.510  0.000
N2 2.591 -0.010 1.057  0.003
Se3 -1.136 -4.406 -0.134  0.049

Computed properties:
Electronic energy   -8096.506018 Eh
Charge   +1
<S²>   2.036
HOMO (spin up / spin down)   -0.3989 / -0.4109 Eh
M   615.572 g/mol
Largest force on an atom   0.631 eV/A
Spin multiplicity   3